Entry 1
Computed, not measured: 8 unconnected molecules or ions with the total composition C4H24N2O8S, with the ωB97M-V functional and the def2-TZVPD basis.

Last column: Löwdin charge in e.
CARTESIAN COORDINATES (ANGSTROEM)
C  -1.749  -2.665  0.258  -0.035
N  -1.745  -1.954  -1.046  0.040
C  -0.924  -0.973  -1.452  -0.457
O  -1.109  -0.324  -2.469  0.059
C  0.359  -0.656  -0.665  -0.352
N  0.283  0.615  0.045  0.068
C  1.528  -0.756  -1.664  -0.497
S  2.992  0.290  -1.478  0.776
H  -1.265  -2.041  1.002  0.070
H  -1.234  -3.615  0.158  0.085
H  -2.792  -2.711  0.536  0.090
H  -2.371  -2.360  -1.702  0.141
H  0.665  -1.363  0.113  0.080
H  1.207  0.889  0.335  0.019
H  0.003  1.366  -0.576  0.065
H  1.932  -1.766  -1.776  0.077
H  1.151  -0.546  -2.665  0.054
H  2.399  1.475  -1.647  -0.160
O  1.245  -3.139  1.083  -0.054
H  2.170  -3.355  0.937  0.053
H  0.872  -2.798  0.267  -0.019
O  0.570  2.349  -2.653  -0.070
H  -0.151  2.834  -3.070  0.059
H  0.540  1.478  -3.068  0.020
O  -1.707  0.211  2.424  -0.067
H  -1.025  0.286  1.727  0.002
H  -1.212  -0.410  2.972  0.047
O  2.719  -0.886  2.202  -0.060
H  2.985  -0.444  1.385  -0.007
H  2.304  -0.173  2.700  0.040
O  -1.296  3.983  1.132  -0.062
H  -0.636  3.479  1.615  0.003
H  -1.619  3.509  0.364  0.024
O  -3.828  -0.064  0.421  -0.059
H  -3.179  -0.570  -0.075  -0.019
H  -3.415  0.129  1.272  0.006
O  1.620  3.252  1.260  -0.059
H  1.685  3.333  0.298  0.039
H  2.029  4.093  1.501  0.056

Calculated values
- Frontier orbital gap: 9.961 eV
- Highest occupied orbital energy: -9.828 eV
- Net charge: 0
- Structure (SMILES): CNC(=O)[C@H](N)CS.O.O.O.O.O.O.O



Entry 2
Computed, not measured: 8 unconnected molecules or ions with the total composition C4H24N2O8S, with the ωB97M-V functional and the def2-TZVPD basis.

Last column: Löwdin charge in e.
CARTESIAN COORDINATES (ANGSTROEM)
N  1.406  -0.627  -2.090  0.171
C  2.340  -0.460  -1.083  -0.499
O  3.530  -0.314  -1.254  0.068
C  1.836  -0.383  0.353  -0.332
N  2.598  0.741  0.909  0.063
C  2.017  -1.786  0.961  -0.235
C  1.013  -2.776  0.250  -0.485
S  -0.301  -2.893  1.492  0.744
H  1.768  -0.630  -3.064  0.129
H  0.504  -0.214  -2.093  0.077
H  0.763  -0.131  0.370  0.108
H  3.283  1.072  0.252  0.069
H  3.089  0.660  1.772  0.074
H  2.977  -2.237  0.889  0.098
H  1.764  -1.680  2.049  0.088
H  1.539  -3.712  0.370  0.055
H  0.741  -2.546  -0.787  0.070
H  -1.491  -2.331  1.181  -0.170
O  -2.720  -2.250  -1.310  -0.074
H  -2.629  -1.477  -0.734  -0.025
H  -2.423  -1.965  -2.171  0.019
O  -2.346  0.368  -0.757  -0.107
H  -3.083  0.354  -0.105  0.032
H  -1.750  1.000  -0.343  0.008
O  -3.249  0.030  1.566  -0.041
H  -3.945  0.564  1.958  0.071
H  -2.586  -0.295  2.192  0.043
O  -0.736  0.350  3.442  -0.071
H  -0.190  0.481  2.646  0.009
H  -0.171  0.992  3.888  0.044
O  0.735  3.145  -1.625  -0.078
H  -0.146  2.859  -1.924  -0.029
H  1.286  3.144  -2.409  0.038
O  -1.670  2.323  -2.353  -0.036
H  -1.591  1.385  -2.510  0.042
H  -2.338  2.530  -1.705  0.059
O  -0.155  1.885  0.737  -0.101
H  0.794  2.026  0.406  0.054
H  -0.461  2.793  0.631  0.049

Calculated values
- Frontier orbital gap: 8.620 eV
- Highest occupied orbital energy: -8.543 eV
- Net charge: 0
- Structure (SMILES): NC(=O)[C@H](N)CCS.O.O.O.O.O.O.O



The most stable arrangement is entry 1, and the next structure is 0.0148 hartree less stable.



Entry 1
Computed, not measured: 2 unconnected molecules or ions with the total composition C7H5BrN2O4, with the ωB97M-V functional and the def2-TZVPD basis.

Last column: Löwdin charge in e.
CARTESIAN COORDINATES (ANGSTROEM)
C  2.785  -0.464  0.100  -0.082
C  2.252  -1.504  -0.636  -0.053
C  2.113  0.674  0.339  -0.038
C  0.954  -1.401  -1.112  -0.063
C  0.859  0.901  -0.276  -0.086
C  0.440  -0.170  -0.901  0.064
C  -2.645  0.384  0.393  -0.430
N  -2.578  1.690  -0.057  -0.406
N  -1.758  -0.289  1.246  -0.399
O  -1.607  2.393  0.185  0.076
O  -1.862  -1.516  1.193  -0.022
O  -3.468  1.950  -0.838  0.023
O  -0.897  0.300  1.920  0.081
Br  -3.947  -0.789  -0.432  0.903
H  3.695  -0.735  0.471  0.082
H  2.603  -2.500  -0.925  0.123
H  2.265  1.525  0.940  0.108
H  0.514  -2.168  -1.539  0.061
H  0.281  1.719  -0.073  0.057

Calculated values
- Frontier orbital gap (spin up / spin down): 9.106 / 4.594 eV
- Highest occupied orbital energy (spin up / spin down): -10.028 / -8.413 eV
- Net charge: 0



Entry 2
Computed, not measured: a single C7H5BrN2O4 molecule, with the ωB97M-V functional and the def2-TZVPD basis.

Last column: Löwdin charge in e.
CARTESIAN COORDINATES (ANGSTROEM)
O  0.199  2.464  -2.710  0.120
N  0.714  3.101  -1.867  -0.355
O  0.544  4.236  -1.564  0.068
C  1.934  2.104  -1.002  -0.572
Br  2.665  3.287  0.216  0.999
C  1.013  1.018  -0.441  -0.228
C  0.882  -0.202  -1.037  -0.038
C  -0.106  -1.128  -0.603  -0.038
C  -0.920  -0.824  0.507  -0.044
C  -0.778  0.445  1.115  -0.074
C  0.109  1.377  0.615  -0.050
N  2.901  1.908  -2.075  -0.428
O  2.522  1.273  -2.991  0.131
O  4.000  2.359  -1.856  0.013
H  1.539  -0.702  -1.797  0.135
H  0.051  -2.022  -1.118  0.081
H  -1.702  -1.307  1.052  0.095
H  -1.475  0.797  1.866  0.108
H  0.260  2.374  1.015  0.078

Calculated values
- Frontier orbital gap: 9.083 eV
- Highest occupied orbital energy: -9.904 eV
- Net charge: 0
- Structure (SMILES): O=[N+]([O-])C(Br)(c1ccccc1)[N+](=O)[O-]



The most stable arrangement is entry 2, and the next structure is 0.1687 hartree less stable.



Entry 1
Computed, not measured: a single CH3OPS molecule, with the ωB97M-V functional and the def2-TZVPD basis.

Last column: Löwdin charge in e.
CARTESIAN COORDINATES (ANGSTROEM)
O  -1.021  -1.575  0.347  -0.051
C  -0.559  -0.698  -0.367  -0.651
P  0.444  0.778  0.182  0.518
S  2.156  -0.372  -0.299  0.368
H  -0.608  -0.820  -1.479  0.071
H  -0.287  1.455  -1.089  -0.021
H  2.399  0.511  0.704  -0.234

Calculated values
- Frontier orbital gap: 9.345 eV
- Highest occupied orbital energy: -9.537 eV
- Net charge: 0
- Structure (SMILES): O=CPS



Entry 2
Computed, not measured: a single CH3OPS molecule, with the ωB97M-V functional and the def2-TZVPD basis.

Last column: Löwdin charge in e.
CARTESIAN COORDINATES (ANGSTROEM)
C  0.521  -0.321  -0.679  -0.517
O  -1.161  -0.388  1.158  -0.922
P  -1.237  0.612  -0.121  0.744
S  0.518  -0.691  1.249  0.694
H  0.324  -1.260  -1.206  -0.003
H  1.487  0.311  -0.940  0.060
H  -0.454  1.736  0.539  -0.056

Calculated values
- Frontier orbital gap: 8.641 eV
- Highest occupied orbital energy: -8.808 eV
- Net charge: 0



The most stable arrangement is entry 1, and the next structure is 0.0055 hartree less stable.



Entry 1
Computed, not measured: 2 unconnected molecules or ions with the total composition C8H18N3, with the ωB97M-V functional and the def2-TZVPD basis.

Last column: Löwdin charge in e.
CARTESIAN COORDINATES (ANGSTROEM)
C  2.477  0.686  -0.133  -0.139
C  -1.962  1.253  0.372  -0.136
C  2.410  -0.556  0.750  -0.178
C  -2.051  -0.038  1.182  -0.169
C  1.113  1.366  -0.145  -0.102
C  -1.230  0.973  -0.933  -0.103
C  0.041  -0.798  0.205  -0.329
C  -0.953  -2.364  -1.328  0.088
N  1.300  -1.395  0.291  0.016
N  -0.706  -0.558  1.349  0.052
N  0.114  0.398  -0.677  -0.041
H  3.228  1.374  0.252  0.130
H  2.765  0.402  -1.147  0.126
H  -2.963  1.619  0.146  0.131
H  -1.449  2.022  0.951  0.118
H  3.322  -1.144  0.655  0.129
H  2.291  -0.258  1.801  0.125
H  -2.471  0.157  2.168  0.132
H  -2.692  -0.762  0.664  0.122
H  0.820  1.635  0.872  0.137
H  1.118  2.257  -0.774  0.143
H  -1.790  0.235  -1.509  0.128
H  -1.118  1.880  -1.528  0.141
H  -0.571  -1.999  -2.262  0.005
H  -2.013  -2.283  -1.186  -0.005
H  -0.504  -3.267  -0.967  0.006
H  1.280  -2.296  0.751  0.136
H  -0.614  -1.279  2.053  0.153
H  0.490  0.041  -1.563  0.184

Calculated values
- Frontier orbital gap (spin up / spin down): 8.643 / 8.642 eV
- Highest occupied orbital energy (spin up / spin down): -11.521 / -11.520 eV
- Net charge: +1



Entry 2
Computed, not measured: a gas-phase ion, C8H18N3 (charge +1), with the ωB97M-V functional and the def2-TZVPD basis.

Last column: Löwdin charge in e.
CARTESIAN COORDINATES (ANGSTROEM)
C  0.090  2.458  -0.883  0.012
C  0.106  1.623  0.385  -0.303
N  0.262  2.335  1.518  0.083
C  0.278  1.823  2.869  -0.162
C  -0.351  0.465  2.805  -0.167
C  0.064  -0.359  1.630  -0.135
N  -0.009  0.314  0.322  0.047
C  -0.089  -0.388  -1.274  -0.028
N  -0.098  -1.814  -1.461  -0.245
C  -1.303  -2.453  -2.021  -0.080
C  1.093  -2.482  -2.027  -0.077
H  -0.016  3.515  -0.607  0.091
H  1.061  2.370  -1.414  0.111
H  -0.783  2.197  -1.518  0.098
H  0.539  3.296  1.396  0.152
H  -0.316  2.515  3.476  0.136
H  1.273  1.809  3.333  0.135
H  -1.412  0.660  2.820  0.125
H  -0.125  -0.054  3.734  0.134
H  -0.547  -1.246  1.613  0.127
H  1.101  -0.645  1.784  0.135
H  0.825  0.109  -1.740  0.134
H  -1.001  0.115  -1.741  0.134
H  -1.078  -3.524  -2.115  0.082
H  -2.181  -2.446  -1.355  0.091
H  -1.581  -2.052  -3.016  0.099
H  0.845  -3.546  -2.121  0.080
H  1.377  -2.095  -3.026  0.099
H  1.978  -2.500  -1.365  0.092

Calculated values
- Frontier orbital gap: 10.147 eV
- Highest occupied orbital energy: -12.617 eV
- Net charge: +1
- Structure (SMILES): CC1=[NH+]CCCN1CN(C)C



The most stable arrangement is entry 2, and the next structure is 0.0484 hartree less stable.